(1)
DFT (ωB97M-V/def2-TZVPD) results for a structure of composition C42H41N2O4P2SSiTl.

Its total charge is -2. The energy above the lowest of the compared OMol25 structures with the same formula, charge and spin is 7.30 kJ/mol. Its gap between HOMO and LUMO is 6.21 eV. Its spin multiplicity is 1. Its LUMO energy is 4.13 eV.

Each line ends with the Mulliken charge.
Atoms and positions in Å:
Tl (-0.786, 2.328, -0.802)  0.968
C (-7.922, 0.456, 1.498)  -1.101
Si (-6.749, 0.369, 0.019)  0.138
C (-7.820, 0.820, -1.470)  -1.109
C (-6.274, -1.426, -0.173)  -0.873
C (-5.453, 1.700, 0.234)  0.416
C (-5.915, 2.926, 0.702)  -0.102
C (-5.067, 4.007, 0.901)  -1.159
C (-3.732, 3.818, 0.592)  -0.244
N (-3.254, 2.672, 0.121)  -0.238
C (-4.055, 1.587, -0.052)  0.231
S (-3.306, 0.145, -0.633)  -0.452
H (-8.759, -0.236, 1.347)  0.279
H (-8.337, 1.461, 1.625)  0.308
H (-7.416, 0.182, 2.430)  0.327
H (-8.690, 0.156, -1.538)  0.286
H (-7.248, 0.732, -2.400)  0.314
H (-8.181, 1.851, -1.394)  0.335
H (-7.181, -2.043, -0.240)  0.328
H (-5.669, -1.767, 0.672)  0.283
H (-5.667, -1.563, -1.067)  0.194
H (-6.974, 3.044, 0.929)  0.144
H (-5.422, 4.950, 1.295)  0.364
H (-2.989, 4.599, 0.737)  0.459
O (0.535, 1.983, 3.548)  -0.736
C (0.241, 2.362, 2.418)  0.178
O (0.393, 1.647, 1.351)  0.359
C (-0.300, 3.826, 2.162)  0.165
O (-0.361, 4.588, 3.127)  -0.761
O (-0.622, 4.087, 0.957)  -0.696
C (1.748, -2.262, -0.245)  -2.100
N (2.974, -1.485, -0.097)  0.686
C (2.975, -0.285, 0.735)  -2.399
P (2.348, 1.278, -0.139)  0.492
C (3.616, 1.239, -1.536)  0.191
C (4.836, 1.916, -1.617)  0.042
C (5.621, 1.855, -2.763)  -0.655
C (5.211, 1.104, -3.856)  -0.475
C (4.000, 0.424, -3.800)  -0.712
C (3.209, 0.513, -2.661)  -0.489
C (3.135, 2.573, 0.895)  0.326
C (3.540, 2.373, 2.212)  0.043
C (4.032, 3.430, 2.971)  -0.685
C (4.112, 4.703, 2.430)  -0.495
C (3.680, 4.923, 1.128)  -0.750
C (3.191, 3.868, 0.374)  -0.340
C (4.147, -2.012, -0.599)  1.663
C (5.353, -1.281, -0.601)  -0.535
C (6.524, -1.817, -1.105)  -0.648
C (6.570, -3.105, -1.627)  -0.638
C (5.398, -3.845, -1.622)  -0.621
C (4.215, -3.325, -1.118)  -0.930
P (0.067, -1.382, -0.159)  1.140
C (-0.835, -2.504, -1.328)  0.012
C (-0.618, -3.878, -1.470)  0.079
C (-1.324, -4.620, -2.406)  -0.691
C (-2.271, -4.003, -3.218)  -0.556
C (-2.501, -2.643, -3.084)  -0.719
C (-1.784, -1.901, -2.150)  -0.948
C (-0.505, -2.002, 1.488)  1.016
C (-1.351, -3.095, 1.681)  -0.682
C (-1.671, -3.525, 2.963)  -0.749
C (-1.158, -2.866, 4.073)  -0.520
C (-0.358, -1.746, 3.890)  -1.173
C (-0.045, -1.310, 2.610)  0.795
H (1.714, -3.081, 0.486)  0.423
H (1.758, -2.691, -1.240)  1.086
H (3.974, -0.095, 1.111)  1.117
H (2.332, -0.469, 1.601)  0.414
H (5.185, 2.487, -0.764)  0.284
H (6.565, 2.390, -2.800)  0.361
H (5.823, 1.058, -4.750)  0.358
H (3.666, -0.163, -4.648)  0.423
H (2.243, 0.014, -2.636)  0.301
H (3.422, 1.406, 2.682)  0.307
H (4.309, 3.260, 4.005)  0.359
H (4.473, 5.529, 3.032)  0.320
H (3.694, 5.923, 0.710)  0.360
H (2.822, 4.049, -0.631)  0.436
H (5.372, -0.262, -0.251)  0.131
H (7.418, -1.204, -1.101)  0.340
H (7.491, -3.515, -2.023)  0.358
H (5.396, -4.856, -2.014)  0.362
H (3.344, -3.961, -1.117)  0.418
H (0.100, -4.385, -0.836)  0.373
H (-1.138, -5.684, -2.497)  0.388
H (-2.827, -4.583, -3.943)  0.362
H (-3.241, -2.150, -3.704)  0.422
H (-1.977, -0.837, -2.039)  0.743
H (-1.804, -3.598, 0.836)  0.392
H (-2.335, -4.373, 3.092)  0.385
H (-1.405, -3.209, 5.071)  0.354
H (0.011, -1.184, 4.740)  0.497
H (0.516, -0.386, 2.485)  -0.656

(2)
DFT (ωB97M-V/def2-TZVPD) results for a structure of composition C42H41N4OP2SW.

Its total charge is +3. The energy above the lowest of the compared OMol25 structures with the same formula, charge and spin is 0.00 kJ/mol. Its gap between HOMO and LUMO is 4.72 eV. Its spin multiplicity is 1. Its LUMO energy is -9.77 eV.

Each line ends with the Mulliken charge.
Atoms and positions in Å:
W (-0.964, -1.057, -0.287)  1.483
C (-1.886, -5.259, 0.884)  -1.719
C (-1.431, -4.003, 0.242)  1.235
N (-1.639, -2.820, 0.709)  0.874
N (-2.431, -2.645, 1.820)  -1.348
C (-2.838, -1.420, 1.850)  0.290
O (-2.387, -0.551, 0.897)  -0.220
C (-3.772, -0.914, 2.840)  0.486
C (-4.389, -1.804, 3.724)  -0.654
C (-5.266, -1.322, 4.677)  -0.776
C (-5.527, 0.041, 4.756)  -0.461
C (-4.911, 0.930, 3.883)  -1.032
C (-4.036, 0.455, 2.923)  0.162
C (-0.773, -3.990, -1.083)  0.715
C (-0.510, -5.145, -1.785)  -0.880
C (-0.036, -5.057, -3.091)  -0.746
C (0.143, -3.806, -3.651)  -0.933
C (-0.126, -2.683, -2.887)  -0.039
N (-0.562, -2.756, -1.620)  0.239
H (-2.356, -5.052, 1.839)  0.374
H (-1.035, -5.928, 1.034)  0.412
H (-2.599, -5.777, 0.238)  0.416
H (-4.183, -2.863, 3.653)  0.505
H (-5.752, -2.007, 5.358)  0.435
H (-6.216, 0.413, 5.503)  0.440
H (-5.120, 1.989, 3.954)  0.457
H (-3.555, 1.136, 2.235)  0.231
H (-0.698, -6.106, -1.327)  0.562
H (0.167, -5.954, -3.662)  0.505
H (0.482, -3.687, -4.671)  0.526
H (-0.002, -1.694, -3.299)  0.583
C (4.869, 5.491, -2.337)  -0.965
S (3.344, 4.545, -2.160)  0.056
C (3.331, 4.324, -0.361)  -1.166
C (2.228, 3.336, 0.011)  -0.347
C (2.531, 1.932, -0.492)  -1.080
N (1.367, 1.022, -0.407)  0.814
P (0.888, -0.065, 0.774)  -0.964
C (1.138, 0.472, 2.436)  0.837
C (2.407, 0.376, 3.014)  -0.550
C (2.594, 0.849, 4.302)  -0.855
C (1.525, 1.398, 5.002)  -0.630
C (0.261, 1.477, 4.430)  -0.976
C (0.059, 1.014, 3.140)  -0.052
C (1.645, -1.661, 0.426)  0.963
C (1.422, -2.702, 1.346)  -0.787
C (2.000, -3.940, 1.136)  -0.771
C (2.789, -4.150, 0.009)  -0.667
C (3.024, -3.123, -0.905)  -0.861
C (2.463, -1.878, -0.695)  -0.870
P (0.252, 0.597, -1.615)  1.259
C (-1.346, 1.231, -1.020)  -0.985
C (-2.517, 0.876, -1.728)  0.240
C (-3.739, 1.431, -1.377)  -1.045
C (-3.791, 2.380, -0.369)  -0.434
C (-2.632, 2.784, 0.307)  -1.102
C (-1.422, 2.214, -0.005)  0.242
C (0.681, 1.375, -3.145)  1.208
C (0.242, 2.678, -3.399)  -0.446
C (0.658, 3.317, -4.555)  -0.808
C (1.501, 2.664, -5.445)  -0.623
C (1.941, 1.370, -5.191)  -0.868
C (1.533, 0.719, -4.041)  -0.222
H (4.993, 5.697, -3.398)  0.361
H (5.722, 4.914, -1.984)  0.287
H (4.801, 6.435, -1.801)  0.330
H (3.145, 5.281, 0.126)  0.517
H (4.308, 3.963, -0.033)  0.474
H (1.288, 3.679, -0.436)  0.178
H (2.088, 3.325, 1.095)  0.368
H (3.359, 1.481, 0.060)  0.450
H (2.831, 1.977, -1.541)  0.745
H (3.235, -0.066, 2.472)  0.511
H (3.570, 0.785, 4.763)  0.475
H (1.678, 1.758, 6.011)  0.449
H (-0.565, 1.891, 4.992)  0.524
H (-0.928, 1.055, 2.691)  0.304
H (0.818, -2.522, 2.230)  0.479
H (1.858, -4.736, 1.856)  0.579
H (3.250, -5.117, -0.148)  0.497
H (3.668, -3.293, -1.757)  0.536
H (2.672, -1.065, -1.381)  0.450
H (-2.460, 0.203, -2.577)  0.573
H (-4.638, 1.147, -1.908)  0.554
H (-4.741, 2.833, -0.114)  0.503
H (-2.690, 3.553, 1.066)  0.516
H (-0.522, 2.531, 0.508)  0.578
H (-0.416, 3.189, -2.707)  0.390
H (0.329, 4.326, -4.757)  0.467
H (1.820, 3.169, -6.347)  0.453
H (2.601, 0.874, -5.890)  0.479
H (1.892, -0.284, -3.834)  0.301